[1]
This record from the OMol25 dataset describes C35H52AsCeOP3S as an isolated structure. The level of theory is ωB97M-V/def2-TZVPD.

Positions of all 94 atoms, in Å:
Ce -0.51 1.03 -0.43
P -0.01 -1.84 -1.55
P 1.87 2.01 -1.58
P -1.03 0.87 -3.40
H -4.04 -0.75 1.92
C -4.53 -1.45 1.22
C -3.85 -2.51 0.74
H -2.80 -2.64 1.01
C 0.08 -3.18 -0.31
C 1.71 -1.92 -2.20
C -1.02 -2.74 -2.79
C 1.65 3.82 -1.27
C 3.24 1.60 -0.44
C 2.68 1.91 -3.21
C -2.69 0.21 -3.80
C -0.05 0.13 -4.74
C -1.11 2.58 -4.08
H -5.56 -1.20 0.97
H -4.29 -3.25 0.06
H -0.87 -3.24 0.23
H 0.88 -3.00 0.42
H 0.28 -4.15 -0.80
H 2.42 -1.61 -1.41
H 1.85 -1.25 -3.06
H 1.96 -2.95 -2.49
H -2.08 -2.63 -2.51
H -0.77 -3.81 -2.77
H -0.89 -2.36 -3.81
H 2.57 4.35 -1.56
H 1.47 4.01 -0.20
H 0.80 4.23 -1.82
H 4.09 2.27 -0.64
H 3.55 0.55 -0.56
H 2.92 1.72 0.61
H 3.62 2.48 -3.18
H 2.05 2.30 -4.02
H 2.92 0.87 -3.45
H -3.18 0.85 -4.54
H -3.31 0.18 -2.90
H -2.61 -0.81 -4.19
H -0.49 0.41 -5.71
H -0.03 -0.96 -4.69
H 0.98 0.49 -4.72
H -1.79 2.57 -4.94
H -0.11 2.89 -4.38
H -1.50 3.30 -3.35
C -4.21 2.94 -1.29
C -4.30 4.24 -1.82
C -5.54 4.81 -2.05
C -6.71 4.05 -1.85
C -6.60 2.70 -1.48
C -5.35 2.12 -1.26
S -2.64 2.33 -0.93
H -2.18 2.43 0.42
H -3.37 4.76 -2.03
H -5.58 5.85 -2.37
H -7.69 4.50 -2.01
H -7.51 2.10 -1.36
H -5.23 1.05 -1.06
O 0.27 0.07 1.28
As 1.42 -0.71 2.35
C 1.43 0.31 3.93
C 0.78 1.55 4.07
C 0.86 2.19 5.32
C 1.56 1.59 6.37
C 2.17 0.34 6.22
C 2.10 -0.31 4.99
C 0.72 -2.40 2.86
C -0.64 -2.52 3.18
C -1.14 -3.78 3.52
C -0.30 -4.90 3.49
C 1.07 -4.75 3.26
C 1.59 -3.49 2.98
C 3.24 -0.93 1.74
C 4.21 -0.12 2.35
C 5.55 -0.20 1.97
C 5.92 -1.12 0.98
C 4.97 -2.01 0.46
C 3.63 -1.94 0.85
H 0.23 1.99 3.25
H 0.37 3.15 5.46
H 1.63 2.09 7.34
H 2.71 -0.14 7.03
H 2.55 -1.29 4.85
H -1.28 -1.63 3.19
H -2.19 -3.88 3.80
H -0.71 -5.89 3.67
H 1.75 -5.60 3.30
H 2.66 -3.34 2.84
H 3.91 0.56 3.14
H 6.29 0.45 2.44
H 6.96 -1.15 0.64
H 5.28 -2.79 -0.24
H 2.92 -2.70 0.52

Expectation value of S² ... 0.75
Multiplicity ... 2
HOMO-LUMO gap (spin up / spin down) ... 7.889 / 7.881 eV
ΔE to the lowest compared entry with this formula, charge and spin ... 22.46 kJ/mol
Highest occupied orbital energy (spin up / spin down) ... -16.27 / -16.27 eV
LUMO (spin up / spin down) ... -0.30811 / -0.30841 hartree
Total charge ... +3

Charge distribution, Löwdin scheme, values in e: 0.512 0.788 0.728 0.711 0.047 -0.063 -0.064 0.003 -0.248 -0.234 -0.242 -0.223 -0.238 -0.234 -0.235 -0.243 -0.241 0.058 0.070 0.034 0.003 0.074 0.016 0.025 0.077 0.051 0.065 0.022 0.075 0.060 0.052 0.080 0.042 0.045 0.075 0.041 0.048 0.067 0.025 0.048 0.080 0.023 0.026 0.067 0.044 0.015 -0.550 -0.083 -0.032 -0.007 -0.031 -0.072 0.801 -0.046 0.110 0.128 0.134 0.127 0.110 -0.682 1.334 -0.339 -0.076 -0.049 -0.031 -0.032 -0.093 -0.351 -0.088 -0.049 -0.030 -0.034 -0.099 -0.322 -0.096 -0.033 -0.026 -0.041 -0.128 0.093 0.120 0.126 0.126 0.116 0.112 0.124 0.124 0.125 0.106 0.106 0.127 0.127 0.125 0.092


[2]
This record from the OMol25 dataset describes C35H52AsOP3SW as an isolated structure. The level of theory is ωB97M-V/def2-TZVPD.

Positions of all 94 atoms, in Å:
W 0.43 1.21 -2.79
P 2.08 1.36 -0.66
P -1.25 1.68 -1.28
P 1.38 2.02 -4.73
H -0.36 -2.57 0.89
C -0.23 -2.99 -0.16
C 0.96 -3.23 -0.76
H 1.77 -2.55 -0.35
C 2.07 0.50 1.03
C 1.96 3.15 -0.26
C 3.89 1.12 -0.94
C -2.85 0.89 -1.60
C -1.19 1.64 0.52
C -1.29 3.38 -1.84
C 2.46 0.80 -5.51
C 2.19 3.53 -4.13
C -0.08 2.32 -5.79
H -1.15 -2.94 -0.81
H 0.83 -3.06 -1.81
H 1.70 -0.53 0.92
H 1.42 0.98 1.79
H 3.08 0.44 1.47
H 1.06 3.41 0.31
H 1.94 3.75 -1.18
H 2.83 3.50 0.32
H 4.08 0.04 -1.02
H 4.52 1.54 -0.15
H 4.16 1.59 -1.89
H -3.47 1.52 -0.94
H -2.83 -0.16 -1.25
H -3.17 0.96 -2.65
H -2.25 1.85 0.71
H -0.52 2.42 0.89
H -0.92 0.64 0.93
H -2.21 3.61 -1.30
H -1.41 3.47 -2.92
H -0.44 3.95 -1.46
H 2.85 1.16 -6.46
H 1.91 -0.13 -5.66
H 3.30 0.56 -4.85
H 2.62 4.06 -4.98
H 2.99 3.25 -3.42
H 1.46 4.18 -3.61
H 0.25 2.67 -6.77
H -0.76 3.06 -5.34
H -0.62 1.36 -5.90
C -0.71 -1.63 -5.06
C -1.63 -1.77 -6.13
C -1.32 -2.61 -7.22
C -0.17 -3.42 -7.15
C 0.69 -3.33 -6.05
C 0.39 -2.48 -5.01
S -0.79 -0.35 -3.66
H 2.06 1.28 -2.59
H -2.54 -1.19 -6.14
H -1.94 -2.62 -8.12
H 0.05 -4.14 -7.96
H 1.64 -3.91 -6.04
H 1.04 -2.41 -4.13
O -0.47 -0.67 2.01
As -0.74 -0.79 3.67
C -0.11 0.82 4.54
C 1.12 0.82 5.21
C 1.56 2.00 5.83
C 0.79 3.17 5.73
C -0.41 3.16 5.02
C -0.87 1.99 4.42
C -2.64 -1.10 3.89
C -3.27 -1.88 2.91
C -4.64 -2.12 2.99
C -5.39 -1.55 4.03
C -4.76 -0.75 4.99
C -3.38 -0.53 4.93
C 0.30 -2.29 4.34
C 1.14 -2.99 3.46
C 1.95 -4.02 3.97
C 1.88 -4.36 5.32
C 1.00 -3.68 6.18
C 0.20 -2.65 5.69
H 1.72 -0.09 5.26
H 2.50 2.00 6.38
H 1.13 4.08 6.22
H -1.01 4.07 4.93
H -1.82 1.97 3.87
H -2.67 -2.29 2.08
H -5.13 -2.74 2.23
H -6.46 -1.73 4.09
H -5.34 -0.29 5.79
H -2.88 0.09 5.68
H 1.16 -2.72 2.41
H 2.62 -4.55 3.30
H 2.50 -5.17 5.71
H 0.94 -3.95 7.24
H -0.49 -2.12 6.34

Expectation value of S² ... 2.05
Multiplicity ... 3
HOMO-LUMO gap (spin up / spin down) ... 4.743 / 3.806 eV
Highest occupied orbital energy (spin up / spin down) ... -17.66 / -17.65 eV
LUMO (spin up / spin down) ... -0.47464 / -0.50886 hartree
Total charge ... +4

Charge distribution, Löwdin scheme, values in e: 0.632 0.800 0.604 0.656 0.021 -0.071 -0.076 0.055 -0.203 -0.229 -0.235 -0.232 -0.221 -0.211 -0.176 -0.220 -0.222 0.068 0.002 0.013 0.038 0.072 0.037 0.030 0.085 0.072 0.082 0.041 0.070 0.077 0.059 0.070 0.045 0.019 0.080 0.059 0.054 0.084 0.047 0.067 0.079 0.049 0.061 0.076 0.060 0.032 -0.454 -0.058 -0.013 -0.007 -0.040 -0.154 0.709 -0.108 0.115 0.137 0.141 0.142 0.097 -0.552 1.236 -0.318 -0.100 -0.045 -0.032 -0.052 -0.106 -0.312 -0.100 -0.052 -0.033 -0.041 -0.091 -0.235 -0.006 0.075 0.039 0.035 0.039 0.100 0.122 0.127 0.123 0.109 0.093 0.120 0.127 0.126 0.109 0.093 0.153 0.148 0.148 0.148


[3]
This record from the OMol25 dataset describes C35H52AsOP3Sc as an isolated structure. The level of theory is ωB97M-V/def2-TZVPD.

Positions of all 93 atoms, in Å:
Sc -0.29 -0.25 0.56
P 0.67 -1.72 2.51
P -1.02 -2.12 -1.14
P -2.55 -0.37 2.06
H 0.01 2.31 -0.55
C -0.66 2.02 0.27
C -0.16 1.86 1.57
H 0.91 1.92 1.80
C 2.46 -2.12 2.56
C -0.06 -3.41 2.58
C 0.45 -1.07 4.21
C -1.93 -1.30 -2.50
C 0.15 -3.10 -2.14
C -2.30 -3.34 -0.66
C -2.95 0.87 3.38
C -3.25 -1.88 2.86
C -3.99 0.03 1.02
H -1.72 2.20 0.07
H -0.78 2.00 2.46
H 3.07 -1.22 2.66
H 2.76 -2.64 1.64
H 2.65 -2.78 3.42
H 0.12 -3.93 1.63
H -1.13 -3.41 2.78
H 0.46 -3.95 3.38
H 0.90 -0.07 4.28
H 0.97 -1.74 4.90
H -0.60 -1.00 4.50
H -2.32 -2.03 -3.22
H -1.31 -0.55 -3.02
H -2.77 -0.83 -1.98
H -0.38 -3.54 -2.99
H 0.60 -3.89 -1.53
H 0.94 -2.43 -2.51
H -2.48 -4.02 -1.51
H -3.24 -2.84 -0.41
H -1.95 -3.93 0.20
H -4.02 0.81 3.63
H -2.73 1.88 3.03
H -2.37 0.68 4.29
H -4.26 -1.66 3.22
H -2.64 -2.21 3.71
H -3.30 -2.69 2.12
H -4.87 0.24 1.63
H -4.24 -0.77 0.31
H -3.75 0.91 0.42
C -5.39 1.28 -1.87
C -5.94 1.32 -3.18
C -6.84 2.35 -3.47
C -7.15 3.33 -2.51
C -6.66 3.21 -1.21
C -5.86 2.12 -0.86
O -4.27 0.54 -1.57
H -3.71 0.36 -2.36
H -5.65 0.55 -3.91
H -7.32 2.38 -4.46
H -7.80 4.17 -2.76
H -6.90 3.94 -0.44
H -5.48 1.98 0.14
C 5.65 -2.43 -2.50
C 4.55 -3.06 -1.91
C 3.57 -2.31 -1.25
C 3.71 -0.91 -1.18
C 4.80 -0.27 -1.79
C 5.78 -1.03 -2.44
As 2.39 0.19 -0.20
C 3.72 0.95 1.07
C 3.49 2.18 1.70
C 4.38 2.66 2.67
C 5.50 1.90 3.04
C 5.72 0.66 2.43
C 4.85 0.19 1.44
C 2.34 1.62 -1.56
C 3.05 2.82 -1.43
C 2.88 3.83 -2.39
C 2.03 3.64 -3.48
C 1.37 2.41 -3.64
C 1.53 1.39 -2.69
H 6.42 -3.02 -3.01
H 4.45 -4.14 -1.96
H 2.70 -2.80 -0.81
H 4.89 0.81 -1.75
H 6.63 -0.53 -2.90
H 2.64 2.79 1.40
H 4.20 3.64 3.13
H 6.21 2.28 3.78
H 6.58 0.04 2.72
H 5.05 -0.75 0.93
H 3.73 2.96 -0.60
H 3.42 4.77 -2.27
H 1.88 4.43 -4.22
H 0.73 2.23 -4.51
H 1.05 0.41 -2.84

HOMO-LUMO gap ... 3.544 eV
ΔE to the lowest compared entry with this formula, charge and spin ... 5.33 kJ/mol
Highest occupied orbital energy ... -14.62 eV
LUMO ... -0.40690 hartree
Total charge ... +3

Charge distribution, Löwdin scheme, values in e: 0.496 0.734 0.752 0.790 0.082 -0.072 -0.092 0.053 -0.238 -0.228 -0.226 -0.236 -0.241 -0.223 -0.227 -0.237 -0.271 0.100 0.069 0.036 0.046 0.078 0.050 0.025 0.077 0.062 0.077 0.036 0.092 0.062 0.006 0.079 0.059 0.043 0.081 0.050 0.041 0.077 0.049 0.055 0.080 0.044 0.042 0.081 0.055 0.015 -0.306 -0.012 -0.057 -0.068 -0.061 -0.034 -0.088 0.087 0.119 0.121 0.117 0.115 0.083 -0.037 -0.055 -0.137 -0.389 -0.090 -0.031 1.300 -0.379 -0.150 -0.047 -0.033 -0.038 -0.115 -0.420 -0.096 -0.032 -0.038 -0.054 -0.137 0.126 0.118 0.069 0.112 0.126 0.089 0.124 0.127 0.126 0.108 0.097 0.126 0.126 0.119 0.084


[4]
This record from the OMol25 dataset describes a 3-piece molecular cluster, C35H52BClN6O8P overall. The level of theory is ωB97M-V/def2-TZVPD.

Positions of all 104 atoms, in Å:
C -5.04 0.98 -1.00
O -3.74 0.96 -1.71
C -3.22 2.34 -1.86
C -1.91 2.52 -0.84
C -0.89 3.61 -1.46
C 0.50 3.92 -0.72
C 1.31 2.70 0.00
B 1.49 1.33 -0.93
O 2.34 0.17 -0.49
N 0.91 1.13 -2.33
C 2.00 1.73 -3.25
C 0.74 -0.33 -2.67
N 2.78 3.19 0.04
C 3.37 3.02 1.43
N 4.41 2.20 1.79
C 5.07 1.30 0.77
C 4.96 -0.25 1.40
C 4.96 -0.53 3.05
C 4.82 -2.05 3.66
C 4.68 -3.38 2.70
C 4.69 -3.14 1.07
C 4.53 -4.37 -0.05
C 4.85 -1.61 0.47
N 2.68 3.94 2.46
C 1.37 3.25 2.73
P 0.24 4.64 3.50
O 0.18 6.03 2.40
Cl -1.77 4.01 3.70
C 0.66 2.47 1.48
C 0.27 0.90 1.84
C -0.44 0.68 3.30
C 0.36 -0.59 4.04
O 1.72 -0.09 4.46
C 1.66 0.51 5.80
H -5.31 -0.09 -0.53
H -4.92 1.71 -0.08
H -5.94 1.26 -1.69
H -4.07 3.13 -1.64
H -2.86 2.43 -2.99
H -2.37 2.99 0.16
H -1.50 1.44 -0.66
H -0.64 3.27 -2.58
H -1.48 4.64 -1.59
H 1.17 4.52 -1.50
H 0.28 4.72 0.14
H 3.08 0.03 -1.17
H 2.35 2.73 -2.70
H 2.91 0.98 -3.18
H 1.62 1.92 -4.34
H 1.77 -0.91 -2.84
H 0.21 -0.37 -3.73
H 0.05 -0.93 -1.94
H 2.83 4.22 -0.15
H 4.71 2.24 2.80
H 6.22 1.55 0.78
H 4.65 1.37 -0.32
H 5.05 0.35 3.84
H 4.81 -2.20 4.84
H 4.55 -4.47 3.11
H 4.37 -5.42 0.45
H 5.37 -4.36 -0.86
H 3.51 -4.12 -0.62
H 4.83 -1.49 -0.70
H 3.30 3.92 3.30
H 1.59 2.53 3.66
H -0.69 5.92 1.91
H -0.42 3.00 1.43
H 1.29 0.31 1.89
H -0.50 0.42 1.07
H -1.56 0.31 3.20
H -0.38 1.56 4.05
H 0.45 -1.52 3.33
H -0.16 -0.91 5.05
H 1.45 -0.27 6.67
H 0.87 1.39 5.90
H 2.71 1.00 6.05
C 0.80 -3.53 0.49
C 1.30 -4.22 1.60
C 0.63 -5.34 2.09
C -0.54 -5.77 1.45
C -1.05 -5.08 0.34
C -0.37 -3.96 -0.14
N -1.24 -6.97 1.95
O -0.77 -7.54 2.94
O -2.25 -7.34 1.34
H 1.33 -2.66 0.11
H 2.22 -3.88 2.08
H 1.03 -5.86 2.95
H -1.96 -5.40 -0.16
H -0.75 -3.42 -1.00
C -5.92 -2.37 -5.13
C -6.57 -2.20 -6.35
C -7.06 -0.94 -6.71
C -6.90 0.14 -5.84
C -6.25 -0.03 -4.61
C -5.76 -1.29 -4.26
N -7.39 1.47 -6.22
O -7.97 1.57 -7.31
O -7.20 2.41 -5.44
H -5.53 -3.35 -4.85
H -6.68 -3.04 -7.02
H -7.57 -0.83 -7.67
H -6.12 0.80 -3.92
H -5.25 -1.43 -3.30

HOMO-LUMO gap ... 7.176 eV
Highest occupied orbital energy ... -11.16 eV
LUMO ... -0.14633 hartree
Total charge ... +1

Results of the Löwdin charge analysis, in e, for atoms 1 through 99: -0.122 -0.283 -0.192 -0.161 -0.208 -0.141 -0.251 -0.419 -0.015 -0.147 -0.068 -0.112 0.078 -0.100 0.116 -0.108 -0.103 -0.034 -0.041 -0.033 -0.164 -0.101 0.007 0.031 -0.438 0.660 -0.390 0.205 -0.199 -0.127 -0.161 -0.169 -0.301 -0.143 0.111 0.103 0.092 0.134 0.141 0.121 0.106 0.120 0.141 0.139 0.116 0.084 0.102 0.099 0.119 0.101 0.117 0.099 0.134 0.174 0.147 0.132 0.076 0.100 0.105 0.092 0.089 0.078 0.093 0.126 0.123 0.036 0.095 0.121 0.136 0.129 0.055 0.133 0.132 0.110 0.096 0.105 -0.083 -0.078 0.009 -0.138 0.005 -0.065 -0.324 0.067 0.070 0.095 0.072 0.120 0.122 0.102 -0.073 -0.065 0.003 -0.139 -0.001 -0.065 -0.326 0.068 0.057


[5]
This record from the OMol25 dataset describes C35H52N4O7PPtSi2 as an isolated structure. The level of theory is ωB97M-V/def2-TZVPD.

Positions of all 102 atoms, in Å:
Pt 0.82 -1.52 -0.04
C 2.94 0.04 2.79
C 2.13 -1.21 3.10
C 1.99 -1.40 4.61
P 0.52 -1.17 2.19
C -0.67 -2.17 3.15
C -2.12 -1.94 2.75
C -0.27 -3.64 2.99
C -0.04 0.55 2.17
C -0.57 1.18 3.27
C -0.99 2.52 3.24
C -1.56 3.18 4.45
C -0.87 3.21 2.03
C -0.34 2.62 0.91
C 0.09 1.27 0.94
N 0.57 0.65 -0.16
C 0.93 1.38 -1.32
C 1.95 2.35 -1.25
C 2.68 2.71 0.01
C 2.32 3.00 -2.42
C 1.71 2.74 -3.64
C 2.11 3.47 -4.89
C 0.71 1.77 -3.67
C 0.31 1.08 -2.54
C -0.85 0.12 -2.67
H 3.95 -0.08 3.17
H 2.50 0.92 3.25
H 3.01 0.20 1.72
H 2.66 -2.07 2.68
H 1.43 -0.57 5.07
H 2.98 -1.40 5.06
H 1.51 -2.34 4.89
H -0.53 -1.87 4.19
H -2.28 -2.18 1.70
H -2.43 -0.91 2.91
H -2.76 -2.59 3.34
H -0.46 -3.98 1.97
H -0.86 -4.26 3.67
H 0.79 -3.82 3.21
H -0.67 0.63 4.20
H -1.76 2.47 5.25
H -2.49 3.70 4.21
H -0.87 3.94 4.83
H -1.21 4.24 1.97
H -0.29 3.17 -0.03
H 2.68 1.90 0.74
H 2.24 3.58 0.50
H 3.72 2.95 -0.21
H 3.11 3.74 -2.38
H 2.67 4.37 -4.66
H 1.23 3.74 -5.48
H 2.74 2.83 -5.52
H 0.21 1.55 -4.61
H -0.92 -0.24 -3.69
H -1.78 0.62 -2.41
H -0.77 -0.75 -2.02
O 5.19 1.65 -5.00
N 5.72 1.48 -3.92
O 6.78 1.97 -3.57
C 5.02 0.64 -2.95
C 5.51 0.54 -1.65
C 4.83 -0.23 -0.75
C 3.60 -0.90 -1.04
O 2.96 -1.49 -0.10
C 3.19 -0.79 -2.40
C 3.89 -0.03 -3.34
N 2.03 -1.48 -2.91
O 1.78 -1.44 -4.08
O 1.32 -2.15 -2.13
N 5.40 -0.33 0.60
O 5.87 0.69 1.07
O 5.34 -1.40 1.16
H 6.41 1.06 -1.36
H 3.53 0.05 -4.35
C -4.25 -3.72 0.19
Si -3.14 -2.74 -0.96
C -3.85 -2.80 -2.69
C -1.45 -3.58 -1.00
C -3.01 -0.99 -0.37
Si -4.36 0.28 -0.17
C -4.57 0.64 1.66
C -5.96 -0.34 -0.90
C -3.87 1.89 -1.01
H -4.59 -4.64 -0.29
H -5.14 -3.16 0.48
H -3.73 -4.01 1.11
H -3.74 -3.80 -3.11
H -3.34 -2.10 -3.36
H -4.91 -2.55 -2.70
H -1.51 -4.60 -0.60
H -0.67 -3.08 -0.38
H -1.04 -3.65 -2.01
H -2.02 -0.64 -0.07
H -4.84 -0.26 2.23
H -5.36 1.38 1.81
H -3.65 1.04 2.09
H -6.26 -1.30 -0.48
H -5.88 -0.46 -1.98
H -6.77 0.37 -0.71
H -2.83 2.14 -0.82
H -4.49 2.71 -0.64
H -4.01 1.84 -2.10

Expectation value of S² ... 6.05
Multiplicity ... 5
HOMO-LUMO gap (spin up / spin down) ... 7.059 / 6.269 eV
Highest occupied orbital energy (spin up / spin down) ... -10.94 / -11.65 eV
LUMO (spin up / spin down) ... -0.14260 / -0.19773 hartree
Total charge ... +1

Results of the Löwdin charge analysis, in e, for atoms 1 through 99: 1.083 -0.109 -0.498 -0.089 0.957 -0.527 -0.092 -0.095 -0.264 -0.027 -0.230 -0.024 0.003 0.016 -0.287 0.031 -0.209 -0.194 -0.010 0.004 -0.242 -0.025 0.005 -0.194 -0.030 0.093 0.091 0.031 0.113 0.082 0.095 0.070 0.103 0.033 0.059 0.100 0.067 0.095 0.074 0.121 0.085 0.094 0.099 0.132 0.131 0.053 0.094 0.092 0.132 0.086 0.088 0.081 0.134 0.096 0.074 0.025 0.087 -0.345 0.105 -0.121 0.103 -0.053 -0.263 -0.163 -0.057 0.093 -0.290 0.145 -0.085 -0.346 0.092 0.113 0.146 0.142 -0.168 0.415 -0.168 -0.181 -0.202 0.417 -0.172 -0.175 -0.175 0.042 0.025 0.022 0.041 0.031 0.026 0.043 -0.065 0.034 -0.025 0.032 0.038 0.012 0.026 0.031 0.039


| no. | DFT total energy (hartree) |
| --- | --- |
| 1 | -5572.35194 |
| 2 | -5163.51185 |
| 3 | -5459.69180 |
| 4 | -3120.73168 |
| 5 | -3149.75155 |